Record 1
Below is a single C4H7N3S molecule in a non-equilibrium geometry, with properties calculated with ωB97M-V with the def2-TZVPD basis set.

```
15
Properties=species:S:1:pos:R:3:nbo_charge:R:1
N 1.241 1.863 0.441 -0.822
C 1.204 0.740 -0.454 -0.128
C 2.396 -0.292 -0.091 -0.277
C 1.881 -1.416 0.283 -0.063
N 0.371 -1.468 -0.031 -0.491
C 0.038 -0.227 -0.161 0.405
N -1.099 0.498 -0.408 -0.734
S -2.696 -0.141 0.072 0.150
H 0.920 1.499 1.463 0.365
H 2.039 2.323 0.406 0.360
H 1.228 1.154 -1.445 0.221
H 3.538 -0.253 -0.274 0.230
H 2.194 -2.573 0.300 0.235
H -1.233 1.565 -0.340 0.444
H -2.259 -0.532 1.267 0.107
```

Output
energy relative to the best compared isomer or geometry (same formula, charge and spin)	4.390	eV
LUMO level	0.023	hartree
SMILES string	N[C@H]1C=CN=C1NS
HOMO	-8.50	eV

=====

Record 2
Below is C26H12ClF5IN2OSTa as an isolated structure in a non-equilibrium geometry, with properties calculated with ωB97M-V with the def2-TZVPD basis set.

```
50
Properties=species:S:1:pos:R:3:nbo_charge:R:1
Ta 12.658 12.142 9.377 2.025
C 11.458 13.872 13.242 -0.184
C 11.145 15.270 12.929 -0.091
C 11.461 15.796 11.716 -0.242
C 12.109 14.983 10.737 0.326
N 12.188 13.682 10.944 -0.615
C 11.891 13.108 12.178 0.023
C 12.794 14.823 8.220 0.219
C 12.331 15.117 6.967 -0.212
C 12.987 14.737 5.723 -0.108
C 13.758 13.679 5.442 -0.204
C 13.713 12.599 6.396 -0.041
C 13.610 12.714 7.728 -0.255
H 11.329 13.425 14.255 0.274
H 10.703 15.954 13.666 0.263
H 11.188 16.834 11.460 0.256
H 12.061 12.084 12.275 0.229
H 11.689 15.940 6.784 0.260
H 12.887 15.434 4.893 0.253
H 14.020 13.416 4.506 0.245
H 13.622 11.569 6.052 0.261
Cl 17.322 16.501 11.326 0.074
C 16.522 15.082 10.749 0.006
C 17.004 13.899 11.350 -0.201
C 16.235 12.752 11.206 -0.212
I 16.777 10.834 11.827 0.307
C 15.102 12.910 10.404 0.290
O 14.200 11.785 10.386 -0.714
C 14.775 14.017 9.603 0.053
N 13.699 13.819 8.604 -0.521
C 12.410 15.655 9.361 -0.353
C 13.602 16.672 9.427 -0.159
C 14.938 16.496 9.363 -0.170
C 15.510 15.218 9.811 -0.102
H 17.925 14.003 11.940 0.279
H 11.484 16.174 9.200 0.273
H 13.194 17.673 9.209 0.241
H 15.664 17.308 9.025 0.281
F 8.859 6.742 11.521 -0.246
C 9.789 7.407 10.873 0.297
C 9.947 8.725 11.212 0.331
F 9.564 9.211 12.370 -0.268
C 10.715 9.515 10.433 0.278
F 11.132 10.778 10.917 -0.333
C 11.273 9.100 9.219 -0.276
S 11.968 10.300 8.084 -0.001
C 11.158 7.744 8.889 0.361
F 11.676 7.389 7.691 -0.270
C 10.463 6.872 9.773 0.320
F 10.301 5.612 9.437 -0.246
```

Output
energy relative to the best compared isomer or geometry (same formula, charge and spin)	5.207	eV
LUMO level	-0.287	hartree
HOMO	-14.27	eV
net charge	+2

=====

Record 3
Below is C3H3IrLiO as an isolated structure in a non-equilibrium geometry, with properties calculated with ωB97M-V with the def2-TZVPD basis set.

```
9
Properties=species:S:1:pos:R:3:nbo_charge:R:1
C 0.121 -1.689 1.335 0.398
O 0.149 -0.773 2.094 -0.570
Li 0.111 1.081 1.312 0.963
H 0.385 -2.747 1.581 0.212
Ir 0.224 0.474 -3.073 1.208
C 0.077 0.404 -1.100 -0.596
C -0.537 1.494 -0.550 -0.096
H 0.966 -0.001 -0.569 0.235
H -1.496 1.757 -1.030 0.246
```

Output
multiplicity	6
LUMO level (spin up / spin down)	-0.379 / -0.467	hartree
HOMO (spin up / spin down)	-16.92 / -20.59	eV
net charge	+2
expectation value of S²	8.81

=====

Record 4
Below is a 2-piece molecular cluster, C6H16N2 overall in a non-equilibrium geometry, with properties calculated with ωB97M-V with the def2-TZVPD basis set.

```
24
Properties=species:S:1:pos:R:3:nbo_charge:R:1
C 1.932 -0.595 -1.090 -0.627
C 1.117 0.284 -0.160 -0.446
C 0.082 -0.720 0.872 0.009
N -0.500 -1.812 0.203 -0.861
C -0.994 0.118 1.547 -0.411
C -0.495 1.388 2.225 -0.606
H 1.300 -1.159 -1.774 0.194
H 2.511 -1.327 -0.525 0.205
H 2.636 -0.008 -1.677 0.210
H 0.718 1.169 -0.654 0.186
H 1.754 0.723 0.608 0.197
H 0.811 -1.081 1.604 0.179
H -1.073 -1.470 -0.623 0.393
H 0.200 -2.459 -0.139 0.352
H -1.469 -0.525 2.293 0.210
H -1.767 0.355 0.815 0.191
H -0.111 2.102 1.500 0.198
H 0.302 1.159 2.932 0.202
H -1.306 1.863 2.775 0.210
C -1.116 0.758 -1.960 -0.016
N -1.456 -0.463 -2.072 -0.643
H -0.444 1.285 -2.642 0.158
H -1.563 1.344 -1.167 0.170
H -1.068 -0.930 -2.891 0.346
```

Output
energy relative to the best compared isomer or geometry (same formula, charge and spin)	1.879	eV
LUMO level	0.035	hartree
SMILES string	CCC(N)CC.C=N
HOMO	-8.33	eV

=====

Here are the calculated total energy numbers, same order: -718.9413; -2894.4475; -302.2053; -347.6558 (Eh).